1.
C31H57BrFNO18P4S | ωB97M-V/def2-TZVPD

Output
LUMO = -0.946 eV
Orbital gap = 7.99 eV
SMILES string = CCOCc1cc(CC(=O)F)c2c(c1Br)C(=O)N(P(O)(O)=S)C2=O.CCOP(=O)(OCC)OCC.CCOP(=O)(OCC)OCC.CCOP(=O)(OCC)OCC
Charge = 0

The geometry in XYZ format:
```
114
Properties=species:S:1:pos:R:3:forces:R:3:lowdin_charge:R:1
Br -3.1374 -1.0966 1.2967 -0.34 0.51 -1.22 0.83
S 2.4651 -0.7601 -1.1681 -0.91 -0.06 -0.41 0.35
P -0.8698 -6.2774 2.9110 -4.36 7.02 2.82 0.65
P 6.2399 4.4884 -5.5901 -6.41 -5.59 -1.53 0.65
P -0.0300 1.8850 5.4850 -1.75 -7.28 -4.49 0.65
P 1.3997 -0.4126 -2.7320 2.79 0.45 0.54 0.28
F -5.8985 -0.3879 -5.6172 1.24 1.27 0.61 0.07
O 5.8608 3.8578 -7.0706 0.61 0.47 0.07 -0.22
O 7.4430 3.3012 -5.4224 1.06 3.34 0.64 -0.19
O -0.8712 1.5452 4.1075 -0.28 1.03 0.57 -0.22
O -6.8496 -0.6479 0.0818 0.54 0.96 1.10 -0.14
O 0.1296 0.3458 6.0639 0.13 0.65 0.49 -0.22
O -6.1138 1.8221 -5.6040 -0.07 -0.54 0.01 0.15
O -1.9431 -6.0258 4.1409 0.12 -1.10 -0.34 -0.22
O 5.3161 5.6857 -5.6091 3.71 1.58 0.68 -0.23
O 0.3867 -5.8948 3.6617 1.00 -3.48 -1.94 -0.23
O -1.5485 1.9839 6.2432 2.14 2.74 0.67 -0.19
O -1.1068 -4.8709 2.0825 0.37 -0.73 -0.27 -0.22
O 1.3364 2.0354 4.8542 -0.28 3.18 2.59 -0.23
O 5.3039 3.5041 -4.6535 0.99 0.34 0.41 -0.22
O -0.5413 -1.9227 -0.7454 0.39 0.66 -0.61 0.10
O -2.1797 -6.9635 2.0716 2.92 -2.01 0.03 -0.19
O -0.9211 -0.4447 -4.7171 0.05 0.54 0.53 0.13
O 1.9082 1.0776 -3.3407 -1.42 -2.15 -0.43 -0.23
O 1.7214 -1.5388 -3.9143 -0.81 2.14 0.44 -0.21
N -0.3028 -0.2045 -2.4241 1.81 -1.85 -1.95 -0.05
C -0.3234 1.8506 2.8272 0.40 -0.18 -0.24 -0.29
C 1.0326 0.1019 7.1315 0.09 -0.23 0.19 -0.29
C -2.5753 0.0143 -2.8671 -1.45 -0.38 1.48 0.00
C 8.7813 3.7118 -5.1424 0.64 -0.18 0.05 -0.30
C 7.7420 4.5447 -8.4548 0.10 0.06 0.11 -0.08
C -1.4940 -5.9527 5.4903 0.26 0.27 0.21 -0.30
C -3.9650 1.0799 -4.8037 0.17 -2.06 -0.23 -0.03
C -3.8214 0.6002 -3.3277 0.23 -0.82 1.97 -0.10
C 8.8794 4.8220 -4.1157 -0.16 -0.08 0.10 -0.08
C -0.9465 -1.0348 -1.4235 -2.40 1.03 0.88 -0.39
C -5.8869 0.4041 0.1056 0.84 1.24 -0.59 -0.23
C 4.2543 4.0448 -3.8552 -0.36 0.18 -0.01 -0.29
C -1.2082 -0.2350 -3.5743 -1.62 0.88 1.55 -0.34
C -1.1278 -4.5293 5.8770 -0.24 0.24 0.14 -0.08
C -0.3156 -5.4114 -0.1571 0.03 -0.17 0.02 -0.08
C -3.4556 -0.4060 -0.4822 -0.11 0.66 -2.69 -0.48
C -2.4096 -0.4929 -1.4799 -1.09 0.89 -1.25 -0.06
C 0.5363 0.6929 8.4386 -0.02 0.16 0.02 -0.08
C 0.5031 0.6961 2.2876 -0.17 -0.24 -0.24 -0.07
C -1.9783 -8.1849 1.3621 -0.25 -0.39 -0.42 -0.30
C -1.1434 -9.2013 2.1151 -0.08 0.05 0.17 -0.09
C -4.7297 0.2286 -0.9222 0.83 -0.50 -1.10 -0.13
C -4.9033 0.7021 -2.3144 2.23 -0.85 0.61 0.07
C -1.7991 3.0628 7.1430 -0.39 0.22 0.43 -0.30
C -7.7644 -0.4080 1.1706 -1.65 -0.16 -0.03 -0.26
C 2.9480 4.1061 -4.6268 -0.20 -0.19 -0.07 -0.07
C 6.2397 4.5703 -8.2388 0.01 -0.03 -0.30 -0.30
C -5.4199 0.8927 -5.3654 0.30 0.88 0.13 -0.42
C -1.2769 4.4003 6.6576 -0.05 -0.04 -0.18 -0.09
C -0.1882 -4.5101 1.0566 0.07 0.34 -0.24 -0.29
C -9.0293 0.4447 0.7457 0.21 0.02 0.66 -0.08
H 4.5338 5.0252 -3.4655 -0.05 -0.01 -0.17 0.10
H -1.3799 2.8236 8.1240 0.02 0.01 0.02 0.10
H -2.9675 -8.6062 1.1677 -0.02 0.17 0.08 0.12
H -1.3605 -5.5183 -0.4569 0.03 0.09 0.02 0.08
H -7.2948 0.1008 2.0526 -0.01 -0.50 -0.85 0.12
H -0.5248 -4.0291 5.1203 0.13 -0.22 -0.02 0.07
H -1.6115 -9.4593 3.0671 -0.01 -0.01 -0.04 0.09
H 0.2591 2.7729 2.8687 0.06 -0.12 0.07 0.10
H 0.6017 1.7859 8.4127 0.03 0.01 0.06 0.06
H 0.8351 -4.5213 1.4417 -0.01 -0.02 0.05 0.11
H 2.2473 0.9769 -4.2492 -0.10 0.27 0.39 0.06
H -0.4221 -3.4860 0.7675 -0.05 -0.17 0.24 0.08
H 4.1333 3.3893 -2.9905 0.14 -0.13 -0.11 0.12
H 9.9242 5.0877 -3.9445 -0.07 0.02 -0.01 0.08
H -0.1901 4.3786 6.5137 0.03 0.00 0.08 0.07
H 2.5326 3.1011 -4.7407 0.00 0.13 0.05 0.05
H -2.0342 -3.9277 6.0001 0.07 -0.07 0.01 0.07
H -2.3127 -6.3007 6.1238 -0.12 -0.01 -0.18 0.11
H 0.0709 -6.4120 0.0673 0.04 -0.03 -0.07 0.06
H 1.1148 -0.9818 7.2351 -0.07 0.03 -0.17 0.12
H 1.7570 -1.0851 -4.7826 -0.30 -0.65 0.31 0.07
H 8.4353 4.5139 -3.1672 0.04 -0.01 -0.02 0.09
H -1.7305 4.6704 5.7019 -0.01 0.00 0.04 0.09
H -1.5017 5.1814 7.3864 0.04 -0.03 -0.05 0.08
H -3.5710 2.1135 -4.9640 -0.91 -0.73 0.18 0.14
H -9.5940 0.6801 1.6977 0.50 -0.28 -1.01 0.08
H -3.3117 0.3992 -5.4290 -0.58 0.70 0.70 0.13
H -5.8661 1.1753 -2.6236 0.87 -0.51 0.47 0.13
H 8.2455 5.1691 -7.7092 0.04 0.04 -0.04 0.06
H -0.6602 -6.6379 5.6551 0.03 0.14 -0.08 0.10
H -1.1618 2.0421 2.1533 -0.15 -0.06 0.17 0.11
H -1.0288 -10.1108 1.5221 0.03 0.04 0.04 0.08
H -5.4002 0.5341 1.1197 -0.64 -0.36 -0.94 0.10
H 8.1335 3.5301 -8.3580 -0.08 0.02 -0.06 0.08
H -0.1544 -0.1191 1.9667 0.06 0.09 0.00 0.05
H 2.0254 0.4879 6.8843 0.00 0.00 -0.04 0.11
H 5.8730 5.5994 -8.1912 -0.03 0.00 0.03 0.11
H 8.0023 4.9315 -9.4418 -0.02 0.02 0.05 0.08
H 1.0908 1.0165 1.4226 -0.03 -0.05 0.04 0.07
H -9.7221 -0.1267 0.0691 0.85 0.65 0.52 0.08
H -8.7396 1.4408 0.3075 -0.29 -1.08 0.22 0.07
H 2.2149 4.7155 -4.0921 0.03 -0.08 -0.02 0.08
H 9.3125 2.8320 -4.7719 -0.18 -0.06 -0.06 0.12
H -0.5836 -4.5181 6.8254 -0.03 0.00 -0.06 0.08
H 8.3540 5.7250 -4.4495 0.05 0.04 -0.07 0.07
H -8.1413 -1.4073 1.5106 0.49 0.79 -0.31 0.12
H -0.1408 -8.8146 2.3332 0.04 0.00 -0.08 0.07
H -6.3835 1.3946 -0.1397 0.41 -0.97 0.25 0.13
H 5.7470 4.0815 -9.0816 -0.08 -0.05 0.15 0.12
H -2.8825 3.1251 7.2703 0.04 -0.16 -0.10 0.12
H 1.1385 0.3444 9.2797 0.01 0.03 -0.04 0.08
H -1.5301 -7.9704 0.3882 0.03 0.00 -0.02 0.10
H 9.2733 4.0084 -6.0725 0.01 0.02 -0.02 0.10
H 0.2556 -5.0161 -0.9992 0.02 0.00 0.06 0.08
H 1.1774 0.2737 3.0315 0.05 0.25 0.07 0.08
H -0.5076 0.4264 8.6166 0.07 -0.07 -0.03 0.08
H 3.0689 4.5062 -5.6330 0.17 0.19 0.11 0.07
```
Forces are in eV/Å.

2.
C2AsBaF6OS3 | ωB97M-V/def2-TZVPD

Output
Expectation value of S² = 0.755
LUMO (alpha / beta) = -0.757 / -2.370 eV
Orbital gap (alpha / beta) = 8.25 / 6.80 eV
Energy relative to the best compared isomer or geometry (same formula, charge and spin) = 1.1134 eV
Spin multiplicity = 2
Charge = 0

The geometry in XYZ format:
```
14
Properties=species:S:1:pos:R:3:forces:R:3:lowdin_charge:R:1
Ba -0.6570 -0.7655 -0.7257 -3.84 -0.72 -0.35 1.78
As 2.5512 -0.4694 -0.4711 0.85 -0.02 -0.28 0.68
S -1.9220 -0.2378 1.9435 -0.12 0.18 0.16 0.34
S -2.0966 2.5243 2.5770 0.06 -0.22 -0.23 0.67
S -1.8217 1.9300 -0.2490 -0.18 0.21 0.19 0.34
F 1.1101 0.2581 0.3062 1.12 0.88 0.68 -0.53
F 3.5499 0.3737 0.5883 0.29 0.13 0.22 -0.17
F 2.4406 0.7894 -1.6012 0.07 0.43 -0.38 -0.20
F 1.3650 -1.3573 -1.5744 1.67 -0.34 -0.67 -0.58
F 3.8003 -1.2558 -1.2989 0.22 -0.08 0.00 -0.18
F 2.2660 -1.7645 0.5887 0.10 -0.66 0.47 -0.21
O -4.8020 -0.4795 -0.4999 0.10 -0.18 -0.19 0.07
C -3.8550 -0.9021 -0.9282 -0.20 0.23 0.23 -0.09
C -1.9289 1.3563 1.3445 -0.16 0.17 0.15 -1.92
```
Forces are in eV/Å.

3.
C31H48N4Nb | ωB97M-V/def2-TZVPD

Output
LUMO = 2.344 eV
Orbital gap = 7.03 eV
Charge = -1

The geometry in XYZ format:
```
84
Properties=species:S:1:pos:R:3:forces:R:3:lowdin_charge:R:1
Nb 1.2070 -1.9660 1.5174 1.35 1.09 0.44 1.13
N 6.4322 -5.1247 -3.2981 -0.02 0.01 0.03 -0.01
N -7.9259 0.5780 -1.8577 0.02 -0.03 0.02 -0.01
N 0.2999 2.8663 -6.7329 -0.03 -0.03 0.01 0.00
N 0.2250 2.5659 6.3291 0.00 0.03 0.09 0.01
C -2.5090 2.1944 -2.0643 -0.01 0.48 0.57 -0.25
C 2.1395 3.3334 7.1260 0.02 -0.01 -0.02 -0.12
C -1.0532 2.9723 -6.9123 0.03 0.02 0.00 -0.15
C 5.5894 -4.3497 -4.0501 0.02 0.00 0.00 -0.16
C 1.0124 1.4738 6.5570 -0.04 -0.06 -0.03 -0.14
C -2.4928 0.0340 0.9531 -0.75 -0.14 0.10 -0.23
C 5.6041 -3.1525 1.5704 -0.24 0.40 -0.29 -0.13
C 1.0894 -0.2334 3.0036 -1.97 0.15 -0.40 -0.39
C -0.1595 0.7025 2.9295 0.53 -0.20 0.40 -0.33
C 4.1380 -1.1705 0.2889 -0.01 -0.15 0.21 -0.17
C -2.3356 3.6288 -2.5818 -0.06 -0.41 -0.08 -0.11
C 4.6817 -3.7739 -3.2010 0.02 -0.01 -0.04 -0.10
C 4.9854 -4.2162 -1.8850 -0.06 -0.01 0.02 -0.09
C -1.6506 1.9815 -6.1803 0.01 -0.01 -0.01 -0.12
C -2.6854 0.3360 2.4436 0.45 -0.08 -0.21 -0.21
C 2.2114 1.9145 7.0486 -0.01 0.06 0.06 -0.11
C 6.2484 -2.2517 0.7294 -0.22 -0.09 0.23 -0.13
C -0.6173 1.2473 -5.5362 -0.04 -0.03 0.02 -0.11
C 0.5727 1.8171 -5.8964 0.03 0.04 -0.02 -0.14
C -2.5223 2.1268 -0.5249 -0.45 -0.15 -0.08 -0.20
C -1.4851 0.0542 3.3530 -0.06 0.30 0.00 -0.25
C -6.9389 -0.1432 -2.4760 -0.03 0.04 0.00 -0.14
C -7.9129 0.3152 -0.5136 -0.01 0.03 -0.03 -0.15
C 5.5135 -1.2556 0.0987 0.01 -0.14 0.08 -0.12
C -6.9067 -0.5802 -0.2715 -0.01 -0.02 0.01 -0.11
C 4.2271 -3.0520 1.7527 0.25 0.07 -0.04 -0.18
C 3.4467 -2.0602 1.1274 -0.10 -0.92 -0.14 -0.37
C 6.0671 -5.0472 -1.9770 0.03 -0.02 -0.05 -0.14
C -6.2886 -0.8713 -1.5175 0.00 -0.04 -0.01 -0.12
C 0.9017 3.7043 6.6718 -0.04 -0.01 -0.01 -0.15
C -3.3402 0.9374 0.0424 1.15 0.08 -0.35 -0.20
H -0.7361 0.4029 -4.8783 0.00 0.00 0.01 0.09
H 0.9866 3.4653 -7.1494 0.02 0.02 0.00 0.14
H -2.9867 1.3794 2.5497 -0.02 0.18 0.10 0.10
H -0.5805 -2.2980 1.6608 0.14 -0.48 -0.14 -0.15
H 7.1946 -5.6659 -3.6569 0.02 -0.01 -0.01 0.13
H -0.7050 2.5338 5.9546 0.01 -0.03 -0.07 0.14
H 3.8857 -3.1067 -3.4863 -0.01 0.00 0.02 0.09
H -1.7444 0.4559 4.3362 -0.09 -0.09 0.22 0.08
H 0.6554 0.4812 6.3424 0.04 -0.01 -0.06 0.11
H -1.6790 1.5936 -2.4190 0.03 -0.29 -0.22 0.10
H 3.5768 -0.4025 -0.2206 -0.03 0.15 -0.16 0.06
H 7.3118 -2.3548 0.5796 0.18 0.13 -0.14 0.09
H 4.4674 -3.9500 -0.9778 -0.01 0.03 0.00 0.08
H -0.2179 1.1348 1.9341 -0.10 0.02 -0.18 0.07
H 1.1484 -0.5740 4.0370 0.25 -0.24 0.14 0.00
H -2.7922 -0.9959 0.7856 0.11 -0.28 -0.02 0.09
H 6.1740 -3.9322 2.0503 0.05 -0.16 0.15 0.09
H -8.5593 1.2027 -2.3182 0.00 0.02 -0.01 0.14
H 0.9953 -3.3831 0.3453 -0.48 0.17 0.10 -0.17
H -8.6136 0.7901 0.1514 0.00 0.00 0.01 0.10
H -1.3650 -1.0142 3.4935 0.12 -0.26 -0.18 0.07
H -1.2844 3.8420 -2.7418 0.16 0.20 -0.08 0.07
H 2.9113 4.0034 7.4664 0.01 0.01 0.00 0.08
H 0.4492 4.6745 6.5596 0.01 0.01 0.00 0.10
H -2.8703 3.7732 -3.5155 0.10 0.05 -0.27 0.05
H -3.4257 1.7533 -2.4459 -0.19 0.00 -0.10 0.09
H 1.9496 0.4090 2.8082 0.43 -0.18 -0.15 0.03
H -1.4571 0.0935 0.6466 0.28 -0.01 -0.01 0.05
H 1.4381 -3.1356 2.9276 0.07 -0.11 0.19 -0.15
H 3.0474 1.2916 7.3174 0.01 -0.01 -0.01 0.09
H 3.7437 -3.7662 2.3996 -0.11 -0.13 0.09 0.05
H -6.6366 -0.9798 0.6914 0.02 0.01 0.00 0.09
H -3.6605 0.3583 -0.8169 -0.31 -0.18 -0.08 0.08
H -1.4718 3.7428 -7.5367 -0.01 0.00 0.00 0.10
H -6.7815 -0.0714 -3.5384 0.02 -0.01 0.00 0.10
H -2.7104 1.8035 -6.1087 -0.01 0.00 0.01 0.09
H -5.4573 -1.5347 -1.6862 0.01 0.00 0.01 0.10
H -1.4948 2.0568 -0.1833 0.20 0.09 0.21 0.10
H -2.9311 3.0562 -0.1330 0.01 0.21 0.02 0.09
H -2.7275 4.3529 -1.8754 -0.08 0.14 0.17 0.06
H 6.6098 -5.5858 -1.2191 0.00 0.01 0.02 0.10
H 6.0124 -0.5664 -0.5655 0.06 0.14 -0.10 0.09
H 1.5848 1.5702 -5.6259 0.00 -0.01 0.02 0.11
H -4.2223 1.3054 0.5555 -0.27 -0.06 0.09 0.10
H 0.0050 1.5376 3.6167 0.07 0.30 -0.07 0.07
H -3.5062 -0.2889 2.7876 -0.35 0.15 0.18 0.10
H 0.9919 -0.7189 0.1534 -0.02 0.28 -0.17 -0.14
H 5.7092 -4.2745 -5.1176 -0.01 0.00 -0.01 0.10
```
Forces are in eV/Å.

Number 1: strongest force on any atom 8.74 eV/Å. Number 2: strongest force on any atom 3.92 eV/Å. Number 3: strongest force on any atom 2.01 eV/Å.